Here is C10H12NO2 as an isolated structure at a distorted geometry from the OMol25 dataset. Energies are from ωB97M-V/def2-TZVPD.

```
! RIJCOSX wB97M-V def2-TZVPD def2/J DEFGRID3
* xyz 1 1
C -0.40817 -3.24518 0.32234
C 0.90308 -2.96569 -0.17847
C -1.41385 -2.30228 0.47419
C 1.15786 -1.57592 -0.46847
C -1.16277 -0.97314 0.17051
C 0.13450 -0.69556 -0.24860
C 1.79816 1.36162 -0.12153
C 0.15506 1.34926 1.00793
C 0.38276 0.76504 -0.40051
C -0.55955 2.69104 1.24216
N -0.30242 1.21648 -1.75408
O 2.79477 1.42350 -0.83966
O 1.56440 1.68544 1.07538
H -0.66958 -4.31717 0.54593
H 1.61963 -3.77346 -0.34320
H -2.39166 -2.52172 0.78945
H 2.01278 -1.16224 -1.00208
H -2.03392 -0.40745 0.22077
H -0.17910 0.73055 1.80499
H -1.60447 2.58730 0.95953
H -0.08807 3.42397 0.68006
H -0.43328 3.06430 2.25335
H 0.18077 0.67015 -2.52764
H -0.19332 2.21481 -1.92525
H -1.26362 0.75635 -1.73708
*
```

## Properties
ΔE to the lowest compared entry with this formula, charge and spin: 32.0 kcal/mol
HOMO: -13.324 eV
total energy: -593.17117 Ha
HOMO-LUMO gap: 9.591 eV

Here is a single C4H7NO2 molecule from the OMol25 dataset. Energies are from ωB97M-V/def2-TZVPD.

```
! RIJCOSX wB97M-V def2-TZVPD def2/J DEFGRID3
* xyz 0 1
N -0.57372 2.18591 1.08467
C 0.05707 1.01301 0.79912
O 0.99331 0.59867 1.45920
C -0.51945 0.24449 -0.38300
C 0.47426 -0.74412 -0.93585
C 0.60893 -2.06394 -0.33484
O -0.07713 -1.89016 -1.57000
H -0.25220 2.71897 1.87733
H -1.32552 2.55071 0.52451
H -0.86547 0.93083 -1.16608
H -1.39916 -0.31122 -0.03411
H 1.34022 -0.32019 -1.44640
H -0.01900 -2.31928 0.51826
H 1.55786 -2.59367 -0.39281
*
```

## Properties
structure (SMILES): NC(=O)C[C@H]1CO1
ΔE to the lowest compared entry with this formula, charge and spin: 31.5 kcal/mol
HOMO: -10.038 eV
total energy: -361.83067 Ha
HOMO-LUMO gap: 10.845 eV

Here is a 3-piece molecular cluster, C22H52Cl2N9O4P2S overall at a distorted geometry from the OMol25 dataset. Energies are from ωB97M-V/def2-TZVPD.

```
! RIJCOSX wB97M-V def2-TZVPD def2/J DEFGRID3
* xyz -1 1
C -0.25079 3.26205 1.78428
C -0.26369 2.43100 0.39372
Cl -1.29992 3.36266 -0.84096
C -0.87998 0.92909 0.67680
Cl -2.60636 0.93156 0.04471
N 0.03904 -0.01338 0.00425
C -0.26205 -0.20692 -1.44047
C 0.21093 -1.29123 0.74586
C 1.27921 -1.09222 1.93545
C 2.36381 0.06107 1.68355
C 3.51977 -0.30937 0.63707
N 3.15942 0.19916 -0.72265
N -1.17464 -1.70068 1.25684
C -1.06004 -2.67540 2.11177
S -1.00535 -3.41509 3.61980
C 0.68274 -2.53150 -0.20232
O -0.17242 -3.26874 -0.82016
O 2.02047 -2.84701 -0.40419
H 0.41809 4.18554 1.74072
H -1.32643 3.48883 2.08243
H 0.20472 2.56080 2.57451
H 0.78626 2.32990 -0.03866
H -0.80807 0.80070 1.82119
H -1.06135 -1.00435 -1.65286
H -0.57935 0.80991 -1.89081
H 0.71929 -0.47034 -1.99141
H 1.87388 -2.07844 2.02779
H 0.78612 -0.85462 2.95528
H 2.89251 0.23005 2.70133
H 1.91936 1.08326 1.40815
H 3.82882 -1.40851 0.66745
H 4.46101 0.28520 0.96925
H 3.41463 1.20682 -0.70276
H 3.75631 -0.20828 -1.46053
O -4.21448 4.43756 4.51351
P -5.32611 4.62110 3.46506
N -6.17532 5.79168 4.41854
C -7.60901 6.04124 4.44584
C -5.49002 7.08159 4.53936
N -5.97169 3.04047 3.77297
C -7.10539 2.81286 4.65190
C -4.97466 1.99463 4.03369
N -6.54101 4.83079 2.18101
C -6.95811 3.67063 1.37266
C -6.02561 5.82086 1.20437
H -7.97646 6.51384 3.52734
H -7.86467 6.70903 5.27614
H -8.19719 5.14751 4.62767
H -5.69070 7.72658 3.67545
H -4.40832 6.95262 4.61830
H -5.80794 7.61349 5.44144
H -6.94492 3.23996 5.64921
H -7.31193 1.74708 4.77306
H -8.02231 3.21109 4.21900
H -4.62318 2.01630 5.07117
H -4.11090 2.10894 3.37417
H -5.38948 1.00167 3.83568
H -6.09932 3.11883 0.98039
H -7.57434 3.99097 0.52501
H -7.59514 2.98722 1.93364
H -5.15744 5.42795 0.66342
H -5.71363 6.74333 1.69939
H -6.79638 6.10011 0.48126
O 5.91518 -2.52440 -3.40811
P 5.20371 -3.75636 -3.99673
N 5.45510 -4.71315 -2.57930
C 5.62414 -6.15633 -2.50067
C 4.66357 -4.28539 -1.41859
N 6.49211 -4.03963 -5.12847
C 7.54914 -5.00567 -4.88799
C 7.09959 -2.83466 -5.70462
N 4.31252 -5.11723 -4.71910
C 4.42459 -5.38051 -6.16470
C 2.86322 -4.91253 -4.47003
H 4.69980 -6.70552 -2.71460
H 5.94669 -6.44837 -1.49523
H 6.40410 -6.53447 -3.15475
H 3.65087 -4.69907 -1.44949
H 4.57907 -3.19837 -1.37127
H 5.13201 -4.60293 -0.48165
H 8.05912 -4.82802 -3.93355
H 8.30208 -4.98311 -5.67981
H 7.16339 -6.02362 -4.92051
H 7.83701 -2.38745 -5.02862
H 6.33809 -2.08358 -5.92908
H 7.60032 -3.06515 -6.65085
H 4.25769 -4.47594 -6.75672
H 3.69338 -6.13383 -6.47882
H 5.39165 -5.80759 -6.43079
H 2.48538 -4.04571 -5.02370
H 2.66106 -4.73800 -3.41070
H 2.28515 -5.79489 -4.75659
*
```

## Properties
HOMO: -4.732 eV
total energy: -3664.24221 Ha
HOMO-LUMO gap: 5.424 eV

Here is C31H42MgN6S3 as an isolated structure at a distorted geometry from the OMol25 dataset. Energies are from ωB97M-V/def2-TZVPD.

```
! RIJCOSX wB97M-V def2-TZVPD def2/J DEFGRID3
* xyz 2 1
Mg 1.61396 -1.31762 -0.83447
C 4.41282 -2.30143 -1.02495
C 4.46179 -0.76198 -1.12561
N 3.28294 -0.19971 -1.86550
C 3.27646 -0.40729 -3.26650
C 2.49900 -1.67257 -3.63313
C 2.60730 -2.25991 -4.86780
C 1.94312 -3.46670 -5.08089
C 1.07209 -3.96219 -4.10700
C 0.94318 -3.25763 -2.91721
C -0.07121 -3.53678 -1.87721
N 0.43142 -3.10463 -0.53074
C 1.35082 -4.05458 0.18302
C 2.73393 -4.05756 -0.36045
N 3.30019 -2.69249 -0.24182
N 1.61069 -2.10235 -2.68458
H 5.31121 -2.57627 -0.40783
H 4.46287 -2.77410 -1.98194
H 5.42634 -0.52334 -1.64580
H 4.64022 -0.36792 -0.12255
H 3.28217 0.75327 -1.62622
H 4.27953 -0.35435 -3.73878
H 2.81727 0.42871 -3.73138
H 3.25731 -1.83954 -5.59406
H 1.90131 -3.96640 -6.02165
H 0.47229 -4.80735 -4.34358
H -0.28350 -4.57685 -1.82804
H -1.01837 -3.00577 -2.06322
H -0.35313 -2.88818 0.08692
H 0.95060 -5.08996 0.10467
H 1.37369 -3.74794 1.22382
H 2.63656 -4.34637 -1.36508
H 3.31958 -4.83425 0.09899
H 3.51338 -2.61725 0.74938
S 1.86242 0.17081 1.09970
C 0.59985 1.28875 0.89574
N 0.43624 2.44826 1.51697
C -0.66576 3.38008 1.23855
C -1.96973 2.58824 1.13409
N -1.78590 1.57492 0.12674
C -3.00198 0.99989 -0.43513
C -3.81401 1.93497 -1.32933
C -5.12476 2.15458 -0.97041
C -5.98854 2.82645 -1.86830
C -5.51147 3.41162 -3.04030
C -4.12111 3.16134 -3.38666
C -3.28382 2.40056 -2.54843
C -0.63054 1.05607 -0.03141
S -0.25432 0.10291 -1.40877
C 1.57950 3.14171 2.24615
C 1.16489 3.42207 3.66555
C 0.32386 2.52509 4.38077
C -0.12586 2.79742 5.68539
C 0.25670 4.01463 6.23248
C 0.99715 4.97121 5.55925
C 1.46099 4.66838 4.26547
H -0.52382 3.90019 0.28101
H -0.73144 4.10181 2.03212
H -2.90093 3.11976 0.94500
H -2.20520 2.07999 2.08951
H -3.68482 0.74804 0.37239
H -2.70481 0.10293 -0.92683
H -5.53030 1.78584 0.00585
H -7.04464 2.98075 -1.59094
H -6.05407 3.91222 -3.84143
H -3.73731 3.58328 -4.32100
H -2.28438 2.17629 -2.89250
H 1.81904 4.06014 1.62571
H 2.46317 2.51977 2.20307
H 0.00076 1.54875 3.91392
H -0.76639 2.06062 6.23715
H -0.17164 4.28286 7.24401
H 1.08673 6.03188 5.90988
H 2.02848 5.34886 3.62807
C -3.52620 -2.15777 1.46003
S -1.94600 -1.47664 2.01566
C -1.50381 -2.86153 3.10679
H -4.26090 -2.43119 2.28379
H -3.35561 -3.06477 0.81625
H -4.10016 -1.55703 0.76593
H -1.45584 -3.79119 2.52470
H -2.20523 -3.07805 3.88269
H -0.56627 -2.67649 3.64233
*
```

## Properties
ΔE to the lowest compared entry with this formula, charge and spin: 0.0 kcal/mol
HOMO: -13.499 eV
total energy: -2929.28924 Ha
HOMO-LUMO gap: 7.512 eV

> Look up the total energy of the fourth one.

-2929.28924 Ha